Below is a 2-piece molecular cluster, CN3O5S overall, with properties calculated with ωB97M-V/def2-TZVPD.

Calculated values
orbital gap	8.271	eV
LUMO level	0.1140	Ha
total charge	-1
DFT total energy	-26575.9716	eV
ΔE to the lowest compared entry with this formula, charge and spin	355.3	kJ/mol

Structure (XYZ):
```
10
Properties=species:S:1:pos:R:3:forces:R:3:lowdin_charge:R:1
C 2.50395 0.64486 -0.14626 3.7 0.1 -3.6 -0.67
N 3.25988 0.81239 -1.04757 -1.4 0.4 0.8 0.03
N -0.73156 0.82740 0.14569 3.2 2.7 0.4 0.00
N -1.89724 0.50059 -0.17107 -1.5 0.2 0.0 -0.52
O -2.83594 1.21017 -0.38289 -0.4 0.4 -0.2 0.09
O -1.95522 -0.78273 -0.17500 -1.9 -2.1 -0.7 -0.08
O 0.25981 -1.44971 -0.91082 0.5 1.5 1.8 -0.26
O -0.34964 -1.33209 1.57371 1.2 0.9 -1.2 -0.27
O 1.92342 0.29601 0.84393 -3.6 -1.1 2.3 -0.09
S -0.17746 -0.72689 0.27029 0.1 -3.0 0.3 0.77
```
Positions in Å, forces in eV/Å.